Record 1
Formula: C6H40NO14
Source: the Open Molecules 2025 dataset
Level of theory: ωB97M-V/def2-TZVPD

```
61
Properties=species:S:1:pos:R:3:nbo_charge:R:1
C 2.64 -0.48 1.72 -0.081
O 3.34 -1.69 1.31 -0.733
C 1.29 -0.23 1.09 -0.079
C 0.64 1.09 1.48 -0.402
C 1.14 2.45 0.90 -0.219
C 0.08 3.53 0.78 -0.609
C 2.39 2.91 1.63 -0.605
N 0.35 -1.32 1.37 -0.886
H 3.34 0.25 1.32 0.190
H 2.67 -0.41 2.82 0.163
H 1.54 -0.10 0.02 0.175
H 0.56 1.15 2.58 0.198
H -0.41 1.08 1.16 0.214
H 1.54 2.10 -0.07 0.196
H -0.48 3.58 1.72 0.187
H -0.62 3.19 0.01 0.237
H 0.54 4.50 0.62 0.209
H 2.86 3.79 1.22 0.201
H 2.15 3.19 2.67 0.188
H 3.12 2.12 1.81 0.209
H -0.39 -1.42 0.67 0.420
H 0.84 -2.21 1.29 0.382
H -0.39 -1.25 -3.32 0.517
H -1.25 1.25 -2.64 0.488
O -0.83 1.32 -1.78 -0.952
H -0.28 0.85 -4.38 0.488
H 1.11 1.02 -4.70 0.458
O 0.30 1.53 -4.77 -0.967
H -1.72 -1.32 -3.93 0.482
H 0.05 1.01 -2.02 0.467
O -1.11 -0.60 -3.70 -1.059
H -2.37 1.29 3.50 0.486
H -1.45 2.27 3.09 0.475
O -1.72 1.88 3.93 -0.953
H 3.73 -0.67 -2.30 0.495
H 4.00 -0.93 -0.81 0.479
O 4.01 -0.22 -1.47 -0.998
H -3.72 -2.11 1.89 0.463
H -2.71 -1.14 2.39 0.508
O -3.51 -1.17 1.80 -1.015
H -4.03 1.12 1.77 0.499
H -2.94 1.53 0.89 0.481
O -3.26 1.72 1.78 -0.971
H -1.67 -0.88 -1.44 0.481
H -0.94 -2.20 -1.23 0.506
O -1.67 -1.66 -0.86 -1.007
H 1.42 -4.19 -0.64 0.467
H 1.65 -1.83 -2.97 0.513
O 2.30 -1.17 -3.33 -0.996
H 1.09 -2.82 -1.04 0.515
H 2.65 -2.35 1.38 0.469
O 1.20 -3.36 -0.22 -1.001
H -1.40 -0.01 3.81 0.480
H -0.66 -0.85 2.74 0.504
O -1.39 -0.91 3.43 -1.017
H -0.04 -3.28 -3.07 0.455
H 1.89 -0.34 -3.06 0.450
O 0.18 -2.49 -2.56 -1.244
H -4.24 -0.51 -0.20 0.502
H -3.65 0.60 -1.11 0.467
O -4.48 0.21 -0.79 -0.969
```

The net charge is -1. Its HOMO-LUMO gap is 9.55 eV. As for the spin multiplicity: 1. Its LUMO energy is 2.642 eV. The value obtained for the energy above the lowest of the compared OMol25 structures with the same formula, charge and spin is 42.8 kcal per mole.



Record 2
Formula: C6H41NO14
Source: the Open Molecules 2025 dataset
Level of theory: ωB97M-V/def2-TZVPD

```
62
Properties=species:S:1:pos:R:3:nbo_charge:R:1
C 2.70 -1.66 -0.82 -0.287
N 2.42 -0.30 -0.57 -0.140
C 1.59 0.53 -1.50 -0.090
C 1.95 0.30 -2.96 -0.491
C 0.69 0.38 -3.90 -0.068
O -0.24 1.30 -3.31 -0.730
C 1.83 2.00 -1.04 -0.692
C 1.67 -2.61 -0.10 -0.586
H 2.73 -1.91 -1.86 0.242
H 3.62 -2.01 -0.32 0.263
H 2.25 -0.03 0.40 0.441
H 0.60 0.10 -1.32 0.260
H 2.56 1.10 -3.43 0.236
H 2.64 -0.49 -3.18 0.241
H 0.23 -0.61 -4.02 0.216
H 1.02 0.69 -4.90 0.190
H 0.28 1.94 -2.81 0.470
H 0.99 2.53 -0.55 0.272
H 2.38 1.94 -0.10 0.249
H 2.17 2.66 -1.83 0.244
H 2.15 -3.55 -0.29 0.246
H 0.69 -2.57 -0.58 0.195
H 1.48 -2.50 0.94 0.261
H -1.96 0.30 -3.29 0.485
H -2.76 -0.09 -2.08 0.461
O -2.75 0.57 -2.79 -0.945
H -2.31 -3.22 2.62 0.490
H -2.33 -1.66 2.44 0.504
O -2.69 -2.49 2.12 -0.986
H -0.14 0.32 4.79 0.508
H 0.05 0.32 3.35 0.462
O 0.50 -0.01 4.14 -0.947
H 1.26 4.25 1.66 0.474
H 0.69 2.95 2.26 0.475
O 1.41 3.59 2.35 -0.948
H -0.55 -3.51 -3.39 0.494
H 0.37 -2.72 -2.45 0.454
O 0.09 -2.79 -3.37 -0.943
H 0.64 -2.95 2.55 0.479
H 0.42 -1.51 3.15 0.488
O 0.04 -2.20 2.57 -0.975
H -3.08 0.99 2.42 0.519
H -1.49 1.04 2.34 0.468
O -2.26 0.48 2.50 -0.983
H -3.73 -0.03 -0.08 0.468
H -3.73 1.25 -0.68 0.460
O -4.04 0.86 0.15 -0.962
H -2.23 2.66 -1.89 0.494
H -2.04 4.12 -1.59 0.476
O -2.57 3.37 -1.29 -0.941
H -3.27 -1.90 0.32 0.525
H -2.32 -1.24 -0.69 0.448
O -3.20 -1.63 -0.61 -0.946
H -1.28 3.80 0.88 0.483
H -1.53 2.65 -0.02 0.505
O -0.99 2.89 0.77 -1.014
H 3.90 0.22 2.43 0.505
H 2.47 0.51 2.84 0.513
O 2.99 0.02 2.19 -0.993
H 2.48 -2.14 2.69 0.466
H 3.73 -2.51 2.08 0.457
O 3.04 -2.97 2.59 -0.921
```

The net charge is +1. Its HOMO-LUMO gap (alpha / beta) is 10.02 / 6.08 eV. The expectation value of S² is 0.75. As for the spin multiplicity: 2. Its LUMO energy (alpha / beta) is -2.993 / -6.925 eV. The value obtained for the energy above the lowest of the compared OMol25 structures with the same formula, charge and spin is 124.7 kcal per mole.



Record 3
Formula: C6H43N2O13
Source: the Open Molecules 2025 dataset
Level of theory: ωB97M-V/def2-TZVPD

```
64
Properties=species:S:1:pos:R:3:nbo_charge:R:1
N -0.26 -2.22 -0.08 -0.756
C 0.17 -2.90 -1.30 -0.233
C -0.20 -2.02 -2.50 -0.258
N 0.18 -0.68 -2.06 -0.668
C 3.53 -0.33 -3.98 -0.629
C 2.59 -0.78 -2.81 -0.417
C 1.25 0.06 -2.99 0.000
C 1.10 1.53 -2.48 -0.662
H 0.40 -1.36 0.19 0.474
H -1.20 -1.80 -0.04 0.455
H -0.34 -2.94 0.61 0.458
H 1.18 -3.17 -1.27 0.205
H -0.30 -3.87 -1.10 0.233
H 0.33 -2.11 -3.51 0.222
H -1.21 -1.96 -2.67 0.204
H -0.68 -0.21 -2.11 0.338
H 2.95 0.13 -4.86 0.220
H 3.86 -1.27 -4.41 0.224
H 4.28 0.25 -3.40 0.226
H 2.22 -1.82 -2.57 0.195
H 3.15 -0.57 -1.99 0.199
H 0.97 -0.08 -4.07 0.176
H 2.11 1.78 -2.09 0.218
H 0.20 1.86 -2.00 0.255
H 1.19 2.16 -3.41 0.220
H -2.96 4.69 2.34 0.491
H -2.89 3.73 3.60 0.479
O -3.40 3.90 2.80 -0.969
H 0.01 -1.36 4.76 0.486
H 0.54 -1.16 3.26 0.511
O -0.09 -1.48 3.91 -0.972
H -0.90 3.49 0.20 0.497
H -1.36 2.32 0.74 0.469
O -0.62 2.55 0.14 -0.987
H 1.80 0.35 1.06 0.513
H 2.17 -1.13 0.66 0.504
O 1.70 -0.67 1.41 -0.986
H -3.54 -4.09 0.28 0.480
H -2.40 -3.49 0.94 0.455
O -2.57 -4.09 0.28 -0.930
H -2.29 0.50 -1.77 0.455
H -3.63 0.84 -1.10 0.462
O -3.11 0.91 -1.91 -0.919
H 0.50 2.13 2.20 0.510
H 1.73 1.66 3.08 0.468
O 1.35 2.29 2.65 -0.962
H 4.99 -2.28 -0.38 0.493
H 3.79 -3.24 -0.12 0.478
O 4.07 -2.28 -0.03 -0.966
H -4.40 1.80 1.31 0.503
H -3.76 0.82 2.21 0.476
O -3.51 1.35 1.51 -0.956
H -2.84 0.03 0.30 0.517
H -3.67 -1.08 -0.53 0.480
O -2.98 -0.84 -0.09 -0.995
H -0.16 5.44 0.24 0.492
H 0.08 4.95 1.72 0.495
O -0.58 4.98 1.02 -0.959
H 0.86 3.86 3.61 0.493
H -0.07 3.19 4.66 0.458
O 0.00 4.00 4.25 -0.968
H -0.22 -2.89 2.86 0.498
H 0.81 -3.87 2.60 0.479
O 0.08 -3.51 2.23 -0.970
```

The net charge is +1. Its HOMO-LUMO gap is 9.77 eV. As for the spin multiplicity: 1. Its LUMO energy is -2.549 eV. The value obtained for the energy above the lowest of the compared OMol25 structures with the same formula, charge and spin is 191.4 kcal per mole.



Record 4
Formula: C6H4BNO2
Source: the Open Molecules 2025 dataset
Level of theory: ωB97M-V/def2-TZVPD

```
14
Properties=species:S:1:pos:R:3:nbo_charge:R:1
B 0.79 1.66 -0.09 1.082
C -0.93 -0.21 0.34 -0.064
C -1.44 -1.56 0.34 -0.495
C 0.34 0.17 -0.09 -0.422
C -0.69 -2.55 -0.11 0.458
C 1.18 -1.27 -0.35 0.125
C 0.73 -2.41 -0.60 0.036
N -0.09 -3.55 -0.60 -0.401
O -0.12 2.49 0.51 -0.893
O 1.93 2.11 -0.75 -0.886
H -1.65 0.50 0.70 0.234
H -2.30 -1.71 0.83 0.243
H 0.12 3.34 0.76 0.490
H 2.14 2.97 -0.89 0.491
```

Its HOMO-LUMO gap (alpha / beta) is 6.87 / 6.87 eV. Its SMILES is OB(O)C1=C=C2N=C2C=C1. As for the spin multiplicity: 1. Its LUMO energy (alpha / beta) is -0.848 / -0.850 eV.



Record 5
Formula: C6H4Cl2
Source: the Open Molecules 2025 dataset
Level of theory: ωB97M-V/def2-TZVPD

```
12
Properties=species:S:1:pos:R:3:nbo_charge:R:1
C 1.32 -0.45 0.24 -0.062
C 0.76 -0.67 -0.97 -0.246
C -0.51 -0.14 -1.35 -0.174
C -1.36 0.52 -0.36 -0.231
C -0.82 0.44 0.95 -0.034
C 0.51 0.06 1.23 -0.239
H 1.37 -1.09 -1.86 0.231
H -0.87 -0.52 -2.37 0.231
H -2.34 0.77 -0.42 0.223
H 0.68 0.41 2.11 0.219
Cl 2.96 -0.49 0.60 0.054
Cl -1.70 1.18 2.19 0.029
```

Its HOMO-LUMO gap is 9.90 eV. Its SMILES is Clc1cccc(Cl)c1. As for the spin multiplicity: 1. Its LUMO energy is 0.631 eV. The value obtained for the energy above the lowest of the compared OMol25 structures with the same formula, charge and spin is 35.8 kcal per mole.



Record 6
Formula: C6H4Cl5N
Source: the Open Molecules 2025 dataset
Level of theory: ωB97M-V/def2-TZVPD

```
16
Properties=species:S:1:pos:R:3:nbo_charge:R:1
C 1.71 -0.51 -0.13 -0.037
C -0.34 -0.02 -2.22 0.126
C -0.27 -0.75 1.07 -0.434
C -1.37 -0.46 -0.02 -0.240
C 0.82 0.22 0.79 -0.272
C 0.16 1.20 -0.29 0.157
N -0.73 0.35 -1.02 -0.510
Cl 3.25 -0.52 0.26 0.192
Cl -0.77 -1.64 -2.63 -0.027
Cl 1.46 1.04 2.22 -0.008
Cl 1.39 1.95 -1.20 0.128
Cl -0.88 2.50 0.47 -0.021
H -0.72 -0.53 2.00 0.245
H 0.06 -1.71 0.85 0.242
H -1.72 -1.32 -0.55 0.239
H -2.07 0.20 0.38 0.220
```

Its HOMO-LUMO gap is 7.72 eV. As for the spin multiplicity: 1. Its LUMO energy is -1.026 eV. The value obtained for the energy above the lowest of the compared OMol25 structures with the same formula, charge and spin is 57.0 kcal per mole.



Record 7
Formula: C6H4ClF2NO2
Source: the Open Molecules 2025 dataset
Level of theory: ωB97M-V/def2-TZVPD

```
16
Properties=species:S:1:pos:R:3:nbo_charge:R:1
C 1.83 0.47 -0.19 -0.137
C 0.77 1.27 -0.89 -0.318
C 1.45 -0.74 0.31 -0.237
C -0.52 1.06 -0.77 0.437
C 0.11 -1.25 0.09 0.095
C -0.98 -0.21 0.01 0.049
N -1.50 0.19 1.38 0.521
O -1.32 1.38 1.52 -0.368
O -1.92 -0.60 2.13 -0.311
F -1.43 1.85 -1.25 -0.279
F 0.11 -1.88 -1.15 -0.349
Cl -2.55 -0.93 -0.79 -0.018
H 2.79 0.82 -0.42 0.226
H 1.08 2.17 -1.38 0.231
H 2.21 -1.48 0.70 0.233
H -0.14 -2.12 0.70 0.223
```

Its HOMO-LUMO gap is 8.79 eV. Its SMILES is O=[N+]([O-])[C@@]1(Cl)C(F)=CC=C[C@@H]1F. As for the spin multiplicity: 1. Its LUMO energy is -0.786 eV. The value obtained for the energy above the lowest of the compared OMol25 structures with the same formula, charge and spin is 0.0 kcal per mole.



Record 8
Formula: C6H4ClN2O3PS
Source: the Open Molecules 2025 dataset
Level of theory: ωB97M-V/def2-TZVPD

```
18
Properties=species:S:1:pos:R:3:nbo_charge:R:1
O 0.75 -2.57 1.76 -1.072
P -0.14 -2.09 0.71 2.357
O 0.16 -2.78 -0.71 -0.970
O -1.67 -2.36 0.96 -0.979
C 0.06 -0.30 0.43 -0.522
C 0.48 0.58 1.40 0.025
Cl 0.80 0.13 3.02 0.081
C 0.67 1.96 1.11 -0.224
C 0.43 2.50 -0.12 -0.160
C -0.04 1.64 -1.14 0.056
N -0.34 1.99 -2.39 -0.594
S -0.82 0.65 -3.13 0.974
N -0.66 -0.41 -1.93 -0.646
C -0.22 0.26 -0.87 0.175
H 1.02 -2.45 -0.98 0.507
H -2.08 -2.89 0.27 0.521
H 1.01 2.59 1.91 0.235
H 0.59 3.55 -0.28 0.236
```

Its HOMO-LUMO gap is 8.38 eV. As for the spin multiplicity: 1. Its LUMO energy is -1.137 eV.



Record 9
Formula: C6H4FN2
Source: the Open Molecules 2025 dataset
Level of theory: ωB97M-V/def2-TZVPD

```
13
Properties=species:S:1:pos:R:3:nbo_charge:R:1
C 0.33 0.69 0.04 0.065
C 0.52 -0.69 0.07 -0.220
C -0.92 1.26 -0.04 -0.228
C -0.55 -1.57 -0.08 -0.218
C -2.09 0.43 -0.02 0.035
C -1.80 -0.98 0.05 0.503
N -4.41 1.02 0.06 0.245
N -3.33 0.80 -0.01 0.003
F -2.93 -1.76 -0.07 -0.266
H 1.25 1.08 0.33 0.255
H 1.50 -1.18 -0.08 0.260
H -0.95 2.38 0.11 0.277
H -0.57 -2.69 0.00 0.289
```

The net charge is +1. Its HOMO-LUMO gap (alpha / beta) is 7.30 / 6.30 eV. The expectation value of S² is 2.04. As for the spin multiplicity: 3. Its LUMO energy (alpha / beta) is -4.584 / -9.003 eV.



Record 10
Formula: C6H4N2O2
Source: the Open Molecules 2025 dataset
Level of theory: ωB97M-V/def2-TZVPD

```
14
Properties=species:S:1:pos:R:3:nbo_charge:R:1
C 1.01 -1.16 -0.06 0.717
C -0.88 0.03 -0.13 0.123
C -0.28 1.23 0.01 -0.310
C 1.18 1.27 0.02 0.618
C -2.32 0.02 -0.05 -0.042
C -3.53 -0.06 -0.02 -0.158
H 2.37 -2.26 0.62 0.492
H -0.84 2.17 0.07 0.253
H 2.75 0.12 -0.12 0.436
H -4.54 -0.20 0.05 0.225
N -0.27 -1.23 -0.18 -0.469
N 1.75 0.03 0.06 -0.631
O 1.74 -2.28 -0.11 -0.642
O 1.86 2.31 -0.16 -0.610
```

Its HOMO-LUMO gap is 9.32 eV. Its SMILES is C#Cc1cc(=O)[nH]c(O)n1. As for the spin multiplicity: 1. Its LUMO energy is -0.018 eV. The value obtained for the energy above the lowest of the compared OMol25 structures with the same formula, charge and spin is 40.1 kcal per mole.



Record 11
Formula: C6H4N2O3Sr
Source: the Open Molecules 2025 dataset
Level of theory: ωB97M-V/def2-TZVPD

```
16
Properties=species:S:1:pos:R:3:mulliken_charge:R:1
O 2.41 -2.90 2.04 0.055
C 2.02 -2.36 1.12 -0.146
Sr 1.06 -1.12 -0.36 2.367
C 0.43 -2.69 -1.69 -0.156
C 2.83 -0.52 -1.42 -0.154
O -0.09 -3.41 -2.38 0.054
O 3.68 -0.01 -1.97 0.053
N -1.05 1.34 -0.69 -0.055
C -1.89 2.15 0.02 -0.154
C -1.82 1.78 1.36 -0.559
C -0.89 0.70 1.42 -0.205
N -0.41 0.43 0.17 -0.641
H -0.85 1.34 -1.67 0.188
H -2.47 2.90 -0.42 0.495
H -2.35 2.20 2.18 0.401
H -0.59 0.17 2.29 0.458
```

The net charge is +2. Its HOMO-LUMO gap is 7.59 eV. As for the spin multiplicity: 1. Its LUMO energy is -9.440 eV.



Record 12
Formula: C6H4N4
Source: the Open Molecules 2025 dataset
Level of theory: ωB97M-V/def2-TZVPD

```
14
Properties=species:S:1:pos:R:3:nbo_charge:R:1
N 0.78 2.58 -1.63 -0.284
N -1.71 -2.26 -1.90 -0.244
N -2.12 -0.77 2.09 -0.249
C 0.97 1.93 -0.69 0.264
C -1.39 -1.42 -1.18 0.288
C -1.72 -0.64 1.00 0.281
N 1.16 -1.41 0.12 -0.550
C 0.46 -0.29 0.10 0.324
C 1.08 1.02 0.47 -0.575
C -1.03 -0.34 -0.23 -0.469
H 2.17 -1.39 0.42 0.366
H 0.60 1.49 1.33 0.277
H 2.16 0.92 0.72 0.273
H -1.40 0.59 -0.60 0.299
```

Its HOMO-LUMO gap is 11.02 eV. Its SMILES is [H]/N=C(\CC#N)C(C#N)C#N. As for the spin multiplicity: 1. Its LUMO energy is -0.345 eV. The value obtained for the energy above the lowest of the compared OMol25 structures with the same formula, charge and spin is 25.6 kcal per mole.



| no. | molar mass (g/mol) |
| --- | --- |
| 1 | 350.38 |
| 2 | 351.39 |
| 3 | 351.41 |
| 4 | 132.92 |
| 5 | 147.00 |
| 6 | 267.37 |
| 7 | 195.55 |
| 8 | 250.60 |
| 9 | 123.11 |
| 10 | 136.11 |
| 11 | 239.73 |
| 12 | 132.13 |